(1)
C27H41AsCrGeNO6PSSi as an isolated structure, computed with ωB97M-V/def2-TZVPD.

The calculation puts the HOMO energy (alpha / beta) at -5.2 / -4.7 eV. As for the spin multiplicity: 2. Its gap between HOMO and LUMO (alpha / beta) is 7.822 / 7.312 eV. The energy relative to the best compared isomer or geometry (same formula, charge and spin) comes out at 0.4 kJ/mol. As for the total charge: -1. The value obtained for the total energy is -7945.988755 a.u.

Structure (XYZ):
```
81
Properties=species:S:1:pos:R:3:lowdin_charge:R:1
Cr -0.15756 0.12552 0.38600 0.469
O 1.26954 -1.26448 4.55444 -0.255
As 1.16908 -1.50148 2.79647 0.925
O 2.66968 -1.68165 2.17183 -0.439
O 0.19186 -0.19041 2.33979 -0.518
C 0.09620 -3.12264 2.87287 -0.202
C 0.22699 -3.92608 3.99897 -0.079
C -0.50972 -5.09720 4.11561 -0.079
C -1.38722 -5.47878 3.11368 -0.081
C -1.53407 -4.69035 1.98235 -0.056
C -0.79719 -3.52037 1.87210 -0.251
S -1.02281 -2.53038 0.42775 0.505
O 0.33335 -1.93718 0.21138 -0.453
O -1.48390 -3.38448 -0.63292 -0.283
O -1.89807 -1.39763 0.75978 -0.335
H 1.23290 -0.31093 4.69479 0.029
H 0.90450 -3.62434 4.78520 0.100
H -0.39820 -5.71436 4.99881 0.101
H -1.95379 -6.39672 3.20887 0.100
H -2.19835 -4.97297 1.17725 0.111
C 1.05062 4.11056 0.47151 -0.171
Si -0.10412 3.17549 1.62816 0.408
C 0.83922 2.72079 3.17062 -0.172
C -1.39708 4.41043 2.18744 -0.178
N -0.91281 1.87708 0.78394 -0.187
C -2.33487 1.89299 0.78886 -0.384
C -3.04973 1.07761 1.67047 -0.043
C -4.43711 1.05314 1.65979 -0.081
C -5.15498 1.85406 0.78072 -0.114
C -4.45991 2.69114 -0.08345 -0.102
C -3.07243 2.70913 -0.07659 -0.081
H 2.08978 4.07727 0.80695 0.030
H 0.74910 5.16159 0.41300 0.023
H 1.01527 3.69525 -0.53638 0.001
H 1.53926 3.52249 3.42759 0.032
H 1.39279 1.79551 3.04569 -0.001
H 0.14518 2.58593 4.00600 0.034
H -0.92000 5.19493 2.78328 0.029
H -2.16512 3.93232 2.80131 0.034
H -1.90069 4.88434 1.34051 0.024
H -2.48735 0.45073 2.35229 0.106
H -4.96110 0.39903 2.34666 0.099
H -6.23745 1.82823 0.77045 0.089
H -4.99987 3.33450 -0.76836 0.095
H -2.54257 3.37874 -0.74407 0.098
C 3.39911 0.47019 -2.58703 -0.221
Ge 3.14349 -0.24221 -0.76206 0.749
C 4.78735 0.18724 0.20672 -0.229
C 3.16063 -2.18914 -0.94512 -0.217
C 1.71552 0.82234 0.04641 -0.372
H 4.18375 -0.08337 -3.10972 0.010
H 3.69216 1.52279 -2.53773 0.011
H 2.48578 0.39515 -3.18095 -0.013
H 5.64902 -0.29409 -0.26278 0.011
H 4.68127 -0.18343 1.22800 0.005
H 4.95571 1.26636 0.23159 0.011
H 3.68662 -2.42706 -1.87347 0.012
H 2.17479 -2.64568 -0.96061 -0.015
H 3.70416 -2.59548 -0.09223 0.011
H 1.73006 1.73818 -0.55397 -0.026
H 2.11967 1.05973 1.03323 -0.011
C -2.59466 -0.18509 -2.18693 -0.211
P -0.84013 0.27145 -1.94228 0.943
C -0.74486 1.99674 -2.50550 -0.239
C -0.04295 -0.63842 -3.31452 -0.343
C 0.41992 -1.93445 -3.09323 -0.083
C 1.03158 -2.64915 -4.11369 -0.070
C 1.18638 -2.08123 -5.37018 -0.093
C 0.72215 -0.79407 -5.60351 -0.094
C 0.11327 -0.07839 -4.58177 -0.106
H -2.91858 0.06997 -3.19839 0.048
H -3.21235 0.32610 -1.44719 0.034
H -2.69063 -1.26009 -2.02943 0.041
H -1.38803 2.17715 -3.36779 0.048
H 0.29082 2.23320 -2.75655 0.052
H -1.04149 2.62901 -1.67359 0.000
H 0.31178 -2.38808 -2.11791 0.070
H 1.39897 -3.64827 -3.91584 0.107
H 1.67487 -2.63458 -6.16261 0.096
H 0.84150 -0.33976 -6.57940 0.097
H -0.22391 0.93009 -4.78135 0.090
```

(2)
The molecule C2H8N2O2S at a distorted geometry, computed with ωB97M-V/def2-TZVPD.

The calculation puts the HOMO energy at -9.5 eV. As for the SMILES: CS(=O)(=O)C(N)N. Its gap between HOMO and LUMO is 10.244 eV. The energy relative to the best compared isomer or geometry (same formula, charge and spin) comes out at 5.4 kJ/mol. The value obtained for the total energy is -739.140805 a.u.

Structure (XYZ):
```
15
Properties=species:S:1:pos:R:3:nbo_charge:R:1
C 1.58559 1.36596 -0.15995 -0.913
C -0.59627 -0.62585 -0.23768 -0.100
N -1.39692 0.30064 0.48093 -0.857
N -0.65356 -2.03516 0.01668 -0.855
O 1.96721 -1.12063 -0.80970 -0.955
O 1.21459 -0.55458 1.52649 -0.991
S 1.16687 -0.34857 0.10748 2.125
H 2.17930 1.69951 0.73129 0.264
H 2.15994 1.41606 -1.11185 0.253
H 0.53381 1.95055 -0.16417 0.264
H -0.54372 -0.29348 -1.34646 0.206
H -1.36849 0.14337 1.47636 0.383
H -2.32417 0.53204 0.17488 0.391
H -0.44637 -2.14401 0.98707 0.384
H -0.13911 -2.60446 -0.62954 0.400
```

(3)
An isolated ion of composition C2HBrFO2 and charge -1 at a distorted geometry, computed with ωB97M-V/def2-TZVPD.

The calculation puts the HOMO energy at -4.6 eV. As for the SMILES: O=C([O-])[C@@H](F)Br. Its gap between HOMO and LUMO is 8.015 eV. The energy relative to the best compared isomer or geometry (same formula, charge and spin) comes out at 0.0 kJ/mol. As for the total charge: -1. The value obtained for the total energy is -2901.234697 a.u.

Structure (XYZ):
```
7
Properties=species:S:1:pos:R:3:nbo_charge:R:1
C 0.46719 -0.87890 -0.27097 0.740
C -0.18281 0.53524 0.23353 0.005
O 1.07053 -0.85111 -1.33166 -0.719
O 0.15737 -1.76146 0.59050 -0.767
F 0.69396 1.70528 0.42464 -0.404
Br -1.65146 0.93101 -0.89396 -0.037
H -0.55477 0.31995 1.24792 0.182
```

(4)
The molecule C3H8O3, computed with ωB97M-V/def2-TZVPD.

The calculation puts the HOMO energy at -7.3 eV. Its gap between HOMO and LUMO is 7.774 eV. The energy relative to the best compared isomer or geometry (same formula, charge and spin) comes out at 478.1 kJ/mol. The value obtained for the total energy is -344.666279 a.u.

Structure (XYZ):
```
14
Properties=species:S:1:pos:R:3:nbo_charge:R:1
O -1.04118 -0.08371 -0.41510 -0.553
C -0.47934 0.68047 -1.77429 -0.605
C 0.20189 -0.70808 0.00063 0.339
O -0.10221 -1.64894 0.96368 -0.718
C 1.08295 0.35509 0.65483 -0.118
O 0.24288 1.13174 1.49879 -0.722
H -1.21417 0.61182 0.26745 0.529
H -1.01089 0.03292 -2.49164 0.134
H -1.03631 1.62655 -1.70878 0.132
H 0.64547 -1.12908 -0.91265 0.203
H -0.67431 -2.29720 0.53566 0.484
H 1.86749 -0.14898 1.23363 0.182
H 1.52845 1.02437 -0.08194 0.236
H -0.01071 0.55304 2.22972 0.478
```

(5)
The molecule C18H23N3O4 at a distorted geometry, computed with ωB97M-V/def2-TZVPD.

The calculation puts the HOMO energy at -8.3 eV. As for the SMILES: COc1cccc(-c2cc(C(=O)NCCCN3CCOCC3)no2)c1. Its gap between HOMO and LUMO is 8.563 eV. The energy relative to the best compared isomer or geometry (same formula, charge and spin) comes out at 381.1 kJ/mol. The value obtained for the total energy is -1164.882082 a.u.

Structure (XYZ):
```
48
Properties=species:S:1:pos:R:3:nbo_charge:R:1
C 6.66346 1.82429 3.07407 -0.254
H 7.54704 2.11282 3.64086 0.204
O 7.12980 0.98009 2.04812 -0.489
C 6.23258 0.46119 1.17053 0.317
C 6.76400 -0.36609 0.17634 -0.245
C 5.93753 -0.94284 -0.76525 -0.187
C 4.57338 -0.71166 -0.73983 -0.228
C 4.03442 0.11026 0.24646 -0.003
C 4.86562 0.69713 1.20259 -0.308
H 4.42802 1.32985 1.95633 0.221
C 2.60679 0.36122 0.28403 0.295
C 1.81738 1.10323 1.13174 -0.315
C 0.51337 0.93808 0.61607 0.044
N 0.53466 0.15756 -0.44200 -0.131
O 1.81692 -0.20012 -0.65259 -0.260
C -0.75173 1.50104 1.15956 0.646
O -0.81603 2.01655 2.25912 -0.613
N -1.77762 1.39192 0.29636 -0.601
H -1.62947 0.87239 -0.55592 0.421
C -3.14397 1.68527 0.64552 -0.223
C -3.89449 0.43433 1.12367 -0.416
C -3.62904 -0.77537 0.21587 -0.228
N -3.68808 -0.40098 -1.18788 -0.471
C -2.88189 -1.21864 -2.08070 -0.250
C -3.53726 -2.57022 -2.39037 -0.089
H -2.96393 -3.11879 -3.13914 0.196
O -4.82696 -2.39133 -2.93901 -0.528
C -5.65288 -1.65286 -2.06367 -0.089
C -5.03446 -0.28847 -1.72749 -0.249
H -5.66823 0.24143 -1.01616 0.201
H -4.96814 0.30210 -2.64694 0.201
H -6.60590 -1.52736 -2.58006 0.196
H -5.82330 -2.22969 -1.14057 0.157
H -3.60217 -3.17632 -1.47263 0.158
H -1.89081 -1.36885 -1.64845 0.213
H -2.77489 -0.66224 -3.01793 0.198
H -4.33321 -1.57750 0.48448 0.179
H -2.62055 -1.14501 0.41625 0.204
H -4.95985 0.66428 1.16095 0.201
H -3.57081 0.17798 2.13328 0.217
H -3.12950 2.43356 1.44092 0.229
H -3.63722 2.09526 -0.23758 0.205
H 2.08781 1.68234 1.98746 0.247
H 3.92229 -1.15946 -1.47341 0.226
H 6.35977 -1.57957 -1.52772 0.219
H 7.82866 -0.53648 0.16951 0.227
H 5.96389 1.30395 3.73579 0.178
H 6.18498 2.72174 2.66940 0.178
```